ORCA calculation (ωB97M-V/def2-TZVPD) on the ion C2H3O2S2 with charge -1.

## Properties
HOMO-LUMO gap, eV: 7.225
Structure (SMILES): CSSC(=O)[O-]
Charge: -1
Energy, hartree: -1024.90016

XYZ file:
```
9
C2H3O2S2, DFT ωB97M-V/def2-TZVPD
C -1.512 -0.372 -0.380
S -0.737 -1.847 0.398
S 1.668 -1.085 0.671
C 1.767 1.008 0.300
O 0.876 1.458 -0.290
O 2.795 1.158 0.812
H -2.521 -0.304 0.017
H -1.529 -0.504 -1.386
H -0.806 0.488 -0.143
```

The Mulliken scheme yields these atomic charges, measured in e: C -0.599; S -0.272; S -0.394; C 0.589; O -0.521; O -0.476; H 0.260; H 0.247; H 0.166